Entry from the Open Molecules 2025 dataset: C6H8MgNaO6 as an isolated structure (ωB97M-V/def2-TZVPD).

Output
total charge	-1
largest force on an atom	0.0811	Eh/bohr
frontier orbital gap	3.4	eV
molar mass	223.42	g/mol

Last column: Mulliken charge in e.
Cartesian coordinates (Å):
Na 0.95529 2.74143 0.11562  -0.018
O -0.22609 0.69050 0.61291  -1.185
O -0.35305 1.28962 -1.54145  -0.601
C 0.16972 0.79305 -2.76079  -0.340
C 1.09593 -0.34216 -2.31877  -0.477
O 0.66911 -0.65742 -1.00594  -0.200
C -0.43544 0.19035 -0.61757  1.220
H -0.65032 0.43060 -3.39782  0.268
H 0.71414 1.60445 -3.25717  0.281
H 2.14331 -0.00519 -2.28330  0.253
H 1.00516 -1.22868 -2.95967  0.202
Mg 1.73410 -0.18440 1.07073  0.662
O 0.92015 -1.93374 1.68739  -0.229
O -1.59458 -0.49667 -0.65529  -0.487
C -2.21281 -0.31968 0.83871  -0.419
C -1.64275 -1.22665 1.92203  -0.497
O -1.21238 -2.51387 1.47913  -0.010
C 0.12008 -2.86060 1.41240  -0.692
H -3.28161 -0.59023 0.92474  0.316
H -2.59398 0.69879 0.67208  0.389
H -2.43854 -1.40384 2.66102  0.405
H -0.84265 -0.72178 2.47053  0.159

Entry from the Open Molecules 2025 dataset: an isolated ion of composition C6H8N and charge +1 (ωB97M-V/def2-TZVPD).

Output
relative energy (zero: lowest compared OMol25 entry of this formula, charge and spin)	188.28	kcal per mole
total charge	+1
SMILES	C1#C[NH2+]C2(C1)CC2
largest force on an atom	0.0846	Eh/bohr
frontier orbital gap (spin up / spin down)	8.9 / 9.3	eV
molar mass	94.14	g/mol

Last column: Mulliken charge in e.
Cartesian coordinates (Å):
C -0.08853 -0.37661 -2.24739  -0.160
C 0.50726 0.69868 -2.09477  -0.043
C -0.54741 -1.11869 -1.08458  -0.383
C 0.46249 -0.39824 1.43079  -0.581
C -0.83324 0.28271 1.31314  -0.743
C -0.10781 -0.02574 0.08121  0.441
N 0.71967 1.16099 -0.75538  -0.143
H -1.55368 -1.22468 -1.07708  0.387
H 0.02626 -1.98680 -0.86172  0.346
H 1.30877 0.25745 1.90175  0.293
H 0.49445 -1.49685 1.44781  0.253
H -1.72823 -0.13620 1.38445  0.285
H -0.89910 1.26100 1.76291  0.282
H 1.62031 0.89187 -0.55052  0.377
H 0.61879 2.21112 -0.65063  0.390

Entry from the Open Molecules 2025 dataset: an isolated ion of composition C6H8N and charge +1 (ωB97M-V/def2-TZVPD).

Output
relative energy (zero: lowest compared OMol25 entry of this formula, charge and spin)	143.33	kcal per mole
total charge	+1
SMILES	C[C@@H]1C=[N+]=C=CC1
largest force on an atom	0.0998	Eh/bohr
frontier orbital gap (spin up / spin down)	8.3 / 8.3	eV
molar mass	94.14	g/mol

Last column: Mulliken charge in e.
Cartesian coordinates (Å):
C -2.50601 0.43717 -0.53284  0.128
C -0.55564 1.10778 0.27073  -0.480
C -1.98814 1.30018 0.27692  -0.247
C -0.22305 -0.27513 0.67353  0.532
C -1.31800 -1.25194 0.33159  -0.266
C 0.81752 -1.02453 -0.08271  -1.477
N -2.14571 -0.77048 -0.49195  -0.221
H -0.07373 1.32338 -0.75199  0.320
H -0.23035 1.87418 0.97984  0.353
H -2.50997 2.12361 0.77562  0.388
H 0.14270 -0.16244 1.72671  0.300
H -1.34576 -2.23260 0.76618  0.476
H 0.34329 -1.21426 -1.03388  0.477
H 1.09822 -1.99386 0.42447  0.355
H 1.77850 -0.54540 -0.24320  0.364

Entry from the Open Molecules 2025 dataset: an isolated ion of composition C6H8N and charge +1 (ωB97M-V/def2-TZVPD).

Output
relative energy (zero: lowest compared OMol25 entry of this formula, charge and spin)	139.32	kcal per mole
total charge	+1
SMILES	C#C/C=C/C[NH+]=C
largest force on an atom	0.1270	Eh/bohr
frontier orbital gap	7.8	eV
molar mass	94.14	g/mol

Last column: Mulliken charge in e.
Cartesian coordinates (Å):
C 3.00399 0.11476 0.09080  -0.541
C 1.37837 -0.27443 -0.03773  -0.182
C -1.09198 -0.83586 -0.41781  -0.597
C 0.19300 -1.03827 0.31345  -0.218
C 4.17180 0.57630 0.01049  0.026
C -2.41980 1.14361 0.07553  -0.087
N -1.92885 0.01951 0.39803  0.008
H -0.96755 -0.39901 -1.41096  0.442
H -1.58640 -1.80827 -0.50851  0.270
H 0.23359 -1.78376 1.08744  0.406
H 5.17131 0.89016 0.00283  0.417
H -2.95760 1.74776 0.79391  0.279
H 1.13164 0.44694 -0.82379  0.193
H -2.30813 1.51676 -0.93345  0.257
H -2.02341 -0.31618 1.35977  0.326

Entry from the Open Molecules 2025 dataset: an isolated ion of composition C6H8N and charge +1 (ωB97M-V/def2-TZVPD).

Output
relative energy (zero: lowest compared OMol25 entry of this formula, charge and spin)	146.74	kcal per mole
total charge	+1
SMILES	C1=C2[N@@H+]3CCC[C@]123
largest force on an atom	0.1059	Eh/bohr
frontier orbital gap	9.8	eV
molar mass	94.14	g/mol

Last column: Mulliken charge in e.
Cartesian coordinates (Å):
C -2.08809 0.55272 0.00702  -0.078
C -1.68178 -0.51066 0.64251  -0.433
C 1.46962 0.15624 0.24244  -0.411
C 0.39654 1.24675 -0.38185  -0.698
C 0.71234 -1.21273 0.34697  -0.601
C -0.82712 0.46174 -0.48526  0.283
N -0.74293 -0.96511 -0.34827  0.115
H -2.93541 1.15396 0.12369  0.461
H 2.28611 0.19254 -0.54422  0.269
H 1.87273 0.46374 1.16070  0.381
H 0.08146 2.08097 0.26645  0.323
H 0.78390 1.66236 -1.29472  0.338
H 1.24238 -2.12527 -0.05367  0.377
H 0.42253 -1.47309 1.31383  0.346
H -0.99228 -1.68416 -0.99560  0.329

Entry from the Open Molecules 2025 dataset: an isolated ion of composition C6H8N and charge +1 (ωB97M-V/def2-TZVPD).

Output
relative energy (zero: lowest compared OMol25 entry of this formula, charge and spin)	217.69	kcal per mole
total charge	+1
largest force on an atom	0.0931	Eh/bohr
frontier orbital gap (spin up / spin down)	5.1 / 10.7	eV
molar mass	94.14	g/mol

Last column: Mulliken charge in e.
Cartesian coordinates (Å):
C 1.93719 -0.37295 0.93075  -0.465
C 2.40950 -1.44531 1.35603  -0.631
C -1.78728 0.18260 -0.37853  -0.519
C 0.61791 0.18586 0.45156  0.415
C -0.59094 -0.62163 -0.00838  -0.144
C 0.23054 0.19052 -1.01045  -0.318
N -0.92848 1.09284 -1.17402  -0.094
H 2.84171 0.21256 0.78490  0.310
H 2.80003 -2.43042 1.64798  0.389
H -2.62198 -0.46503 -0.99207  0.320
H -2.38245 0.72282 0.46799  0.279
H 0.28423 1.18869 0.88238  0.241
H -0.72087 -1.63912 0.09347  0.485
H -1.07263 1.07416 -2.18152  0.378
H -1.01650 2.12440 -0.87009  0.354

Entry from the Open Molecules 2025 dataset: an isolated ion of composition C6H8N and charge +1 (ωB97M-V/def2-TZVPD).

Output
relative energy (zero: lowest compared OMol25 entry of this formula, charge and spin)	60.54	kcal per mole
total charge	+1
largest force on an atom	0.1125	Eh/bohr
frontier orbital gap (spin up / spin down)	7.4 / 6.5	eV
molar mass	94.14	g/mol
2S+1	3

Last column: Mulliken spin population.
Cartesian coordinates (Å):
C -1.68860 -0.91662 -0.91277  0.430
C 1.44228 0.36642 -1.53592  -0.054
C -1.09511 -1.05939 0.28459  -0.096
C 0.41212 0.29607 1.83920  0.012
C 0.57475 1.08130 0.54403  0.140
C -0.41342 0.06893 0.72013  0.646
N 1.55185 0.76050 -0.38906  0.702
H -2.36877 -1.76404 -1.23815  0.009
H -1.70073 -0.04071 -1.41396  0.011
H 2.40748 0.37303 -2.19554  0.055
H 0.47637 0.05563 -1.97034  0.055
H -1.20585 -1.93020 0.99954  0.006
H 0.89018 -0.56519 2.39872  0.040
H 0.25011 1.10869 2.43980  0.032
H 0.46736 2.16558 0.42972  0.013

Question: What is the formula in the fourth record?
Answer: C6H8N

What did the first record say?
Entry from the Open Molecules 2025 dataset: C6H8MgNaO6 as an isolated structure (ωB97M-V/def2-TZVPD).

Output
total charge	-1
largest force on an atom	0.0811	Eh/bohr
frontier orbital gap	3.4	eV
molar mass	223.42	g/mol

Last column: Mulliken charge in e.
Cartesian coordinates (Å):
Na 0.95529 2.74143 0.11562  -0.018
O -0.22609 0.69050 0.61291  -1.185
O -0.35305 1.28962 -1.54145  -0.601
C 0.16972 0.79305 -2.76079  -0.340
C 1.09593 -0.34216 -2.31877  -0.477
O 0.66911 -0.65742 -1.00594  -0.200
C -0.43544 0.19035 -0.61757  1.220
H -0.65032 0.43060 -3.39782  0.268
H 0.71414 1.60445 -3.25717  0.281
H 2.14331 -0.00519 -2.28330  0.253
H 1.00516 -1.22868 -2.95967  0.202
Mg 1.73410 -0.18440 1.07073  0.662
O 0.92015 -1.93374 1.68739  -0.229
O -1.59458 -0.49667 -0.65529  -0.487
C -2.21281 -0.31968 0.83871  -0.419
C -1.64275 -1.22665 1.92203  -0.497
O -1.21238 -2.51387 1.47913  -0.010
C 0.12008 -2.86060 1.41240  -0.692
H -3.28161 -0.59023 0.92474  0.316
H -2.59398 0.69879 0.67208  0.389
H -2.43854 -1.40384 2.66102  0.405
H -0.84265 -0.72178 2.47053  0.159

Question: Which of these has the lowest largest force on an atom?
Answer: C6H8MgNaO6